Record 1
{"formula": "C48H93O36P3", "method": "ωB97M-V with the def2-TZVPD basis set", "gap_ev": 10.17, "total_charge": 0, "smiles": "CCOP(=O)(OCC)OCC.CCOP(=O)(OCC)OCC.CCOP(=O)(OCC)OCC.C[C@H]1COC(=O)O1.C[C@H]1COC(=O)O1.C[C@H]1COC(=O)O1.C[C@H]1COC(=O)O1.C[C@H]1COC(=O)O1.C[C@H]1COC(=O)O1.COC(=O)OC.COC(=O)OC", "e_tot_ha": -5617.78320, "elements": ["C", "O", "C", "O", "O", "C", "H", "H", "H", "H", "H", "H", "C", "O", "C", "O", "O", "C", "H", "H", "H", "H", "H", "H", "C", "C", "O", "P", "O", "O", "C", "C", "O", "C", "C", "H", "H", "H", "H", "H", "H", "H", "H", "H", "H", "H", "H", "H", "H", "H", "C", "C", "O", "P", "O", "O", "C", "C", "O", "C", "C", "H", "H", "H", "H", "H", "H", "H", "H", "H", "H", "H", "H", "H", "H", "H", "C", "C", "O", "P", "O", "O", "C", "C", "O", "C", "C", "H", "H", "H", "H", "H", "H", "H", "H", "H", "H", "H", "H", "H", "H", "H", "C", "C", "C", "O", "C", "O", "O", "H", "H", "H", "H", "H", "H", "C", "C", "C", "O", "C", "O", "O", "H", "H", "H", "H", "H", "H", "C", "C", "C", "O", "C", "O", "O", "H", "H", "H", "H", "H", "H", "C", "C", "C", "O", "C", "O", "O", "H", "H", "H", "H", "H", "H", "C", "C", "C", "O", "C", "O", "O", "H", "H", "H", "H", "H", "H", "C", "C", "C", "O", "C", "O", "O", "H", "H", "H", "H", "H", "H"], "coordinates": [[3.6910, -2.0366, 4.8960], [4.9429, -2.5110, 5.3159], [5.9612, -1.6817, 5.2773], [6.0836, -0.7063, 4.5833], [6.9740, -2.2334, 5.9834], [8.0353, -1.3783, 6.3744], [2.9169, -2.7898, 5.0210], [3.6825, -1.6183, 3.8910], [3.3747, -1.2537, 5.5927], [7.7876, -0.6006, 7.1078], [8.4522, -0.7182, 5.6124], [8.8138, -1.9096, 6.9154], [-6.4651, 6.1464, 1.9065], [-6.2373, 5.1902, 2.8830], [-5.7605, 3.9896, 2.6149], [-5.5751, 3.5231, 1.5254], [-5.5991, 3.3468, 3.8096], [-5.2190, 1.9525, 3.7156], [-5.5499, 6.4016, 1.3631], [-6.7897, 7.1025, 2.3173], [-7.2001, 5.9761, 1.1156], [-6.0914, 1.4003, 3.3739], [-4.7035, 1.6383, 4.6169], [-4.4645, 1.8894, 2.9322], [-6.7060, -3.8313, -3.2419], [-7.1563, -4.2238, -1.8188], [-6.2524, -3.6743, -0.8686], [-6.6309, -2.5207, 0.1891], [-7.3473, -1.3950, -0.4576], [-5.3106, -2.0545, 0.9082], [-4.0297, -2.2225, 0.2953], [-3.3299, -3.3982, 1.0101], [-7.3827, -3.3048, 1.3637], [-8.7467, -3.6717, 1.2133], [-9.2881, -4.1305, 2.5641], [-6.9082, -2.7741, -3.4077], [-5.6309, -3.9998, -3.3341], [-7.1423, -4.4270, -4.0436], [-8.1420, -3.7893, -1.6482], [-7.1369, -5.3020, -1.6676], [-4.2405, -2.2518, -0.7737], [-3.5116, -1.3017, 0.5666], [-3.8763, -4.3022, 0.7354], [-2.2856, -3.3625, 0.7018], [-3.4246, -3.3386, 2.0925], [-9.3834, -2.9389, 0.7134], [-8.8425, -4.4987, 0.5002], [-8.9658, -3.5461, 3.4239], [-10.3695, -4.2873, 2.5024], [-9.1040, -5.1547, 2.9094], [-1.6834, -3.0162, -5.8641], [-2.5251, -2.3766, -4.7957], [-2.4047, -0.9527, -5.0162], [-2.1334, 0.0699, -3.8463], [-1.1659, -0.3115, -2.8042], [-1.7700, 1.4080, -4.6595], [-2.6901, 2.0722, -5.5418], [-2.5044, 1.4893, -6.9362], [-3.6904, 0.3098, -3.3830], [-4.0703, 1.4671, -2.6673], [-4.5155, 1.1143, -1.2507], [-1.9033, -2.6370, -6.8645], [-0.6454, -2.7182, -5.6990], [-1.7077, -4.0996, -5.9808], [-3.5934, -2.5850, -4.8260], [-2.1057, -2.6655, -3.8301], [-3.6859, 1.9442, -5.1112], [-2.6183, 3.1601, -5.5044], [-2.9327, 2.2047, -7.6445], [-1.4476, 1.3665, -7.1618], [-3.0861, 0.5898, -7.1263], [-3.2924, 2.2336, -2.5920], [-4.8820, 2.0340, -3.1320], [-3.6549, 0.8677, -0.6172], [-4.9627, 1.8411, -0.5681], [-5.1652, 0.2416, -1.1586], [4.8920, 0.0791, 0.4411], [5.8713, -1.1315, 0.4567], [7.0686, -0.5548, -0.1096], [8.1203, -1.3285, -1.0213], [9.2360, -0.4762, -1.4633], [8.5364, -2.5616, -0.0734], [9.6388, -2.4300, 0.8095], [9.5912, -1.4936, 2.0157], [7.2690, -1.9484, -2.2312], [6.5493, -0.9661, -3.0189], [6.1407, -1.6630, -4.3463], [4.1144, -0.1804, -0.2795], [4.2955, 0.0363, 1.3570], [5.4183, 1.0237, 0.3795], [5.9703, -1.5614, 1.4540], [5.5706, -1.9618, -0.1799], [9.9698, -3.4258, 1.1119], [10.5353, -2.1521, 0.2483], [9.1304, -1.8358, 2.9443], [10.6227, -1.2106, 2.2210], [9.0088, -0.5907, 1.8175], [5.6572, -0.4895, -2.6154], [7.3459, -0.2587, -3.2515], [5.8088, -2.6672, -4.0987], [5.3377, -1.0510, -4.7626], [6.9674, -1.4969, -5.0334], [0.7627, -4.4343, -3.4628], [0.9293, -3.2693, -2.5361], [0.1378, -3.2867, -1.2308], [1.1213, -3.1499, -0.2230], [2.3274, -2.9881, -0.8037], [3.3407, -2.7377, -0.2180], [2.2971, -3.2409, -2.1334], [1.0766, -5.3855, -3.0340], [1.3251, -4.3524, -4.3958], [-0.2642, -4.4030, -3.8395], [0.6985, -2.3635, -3.1049], [-0.3867, -4.2439, -1.1264], [-0.7515, -2.6524, -1.2438], [1.7302, -0.1531, 2.7245], [0.7108, 0.5548, 1.8792], [0.0673, -0.1356, 0.6297], [-1.2469, -0.3671, 1.0696], [-1.5254, 0.3304, 2.1720], [-2.6301, 0.4949, 2.6055], [-0.4321, 0.8955, 2.7234], [2.4408, -0.7442, 2.1427], [1.4357, -0.7527, 3.5860], [2.3378, 0.6280, 3.1895], [1.1745, 1.4974, 1.5895], [0.6467, -1.0536, 0.5412], [0.0782, 0.4228, -0.3029], [3.5068, 3.7487, 0.7109], [3.2390, 4.2620, 2.1376], [2.2825, 5.4479, 2.1703], [1.4402, 5.1165, 3.2666], [1.6898, 3.8335, 3.7026], [1.1474, 3.2896, 4.6196], [2.5691, 3.2676, 2.9029], [3.9126, 4.5169, 0.0488], [2.6009, 3.4399, 0.1874], [4.2572, 2.9629, 0.7719], [4.1646, 4.4583, 2.6798], [1.7119, 5.5058, 1.2437], [2.9035, 6.3341, 2.2993], [0.1399, 7.2125, -0.6051], [-0.9153, 6.0998, -0.6950], [-1.2679, 5.6839, -2.1374], [-0.8620, 4.3085, -2.1327], [-0.6480, 3.8558, -0.8733], [-0.2744, 2.7473, -0.6188], [-0.3814, 4.9268, -0.1065], [0.4100, 7.3589, 0.4426], [-0.2699, 8.1499, -0.9793], [1.0912, 6.9811, -1.0856], [-1.7730, 6.4250, -0.1061], [-0.7011, 6.1655, -2.9326], [-2.3255, 5.7741, -2.3849], [1.9022, -0.2707, -4.9419], [1.5410, 1.2114, -4.9532], [1.1604, 1.6912, -3.5109], [2.2284, 2.6561, -3.2773], [2.8346, 2.9331, -4.4559], [3.4807, 3.9169, -4.6640], [2.6016, 2.0217, -5.4182], [1.0538, -0.9571, -4.8853], [2.5248, -0.5564, -4.0907], [2.4238, -0.6096, -5.8398], [0.6707, 1.3935, -5.5839], [1.2902, 0.9369, -2.7402], [0.1483, 2.0809, -3.5555], [-2.1480, -0.5465, 7.1367], [-1.3899, -0.6877, 5.8217], [0.1174, -0.5325, 6.1383], [0.6403, -1.7674, 5.6729], [-0.3171, -2.6232, 5.2991], [-0.1350, -3.7335, 4.8931], [-1.5304, -2.0820, 5.4710], [-2.2663, 0.4780, 7.4980], [-1.6499, -1.0001, 7.9955], [-3.1363, -0.9953, 7.0335], [-1.7192, 0.0567, 5.0997], [0.3487, -0.4718, 7.2000], [0.5299, 0.3025, 5.5715]]}

Record 2
{"formula": "C48H98BrCl2F3O9", "method": "ωB97M-V with the def2-TZVPD basis set", "gap_ev": 6.95, "total_charge": 0, "smiles": "COCCCCCC[C@](OCCC[C@@H](C)CCC=C(C)C)(/C(Cl)=C(\\C)Cl)[C@@H](CCOCC(F)(F)F)OCBr.CCOCC.CCOCC.CCOCC.CCOCC.CCOCC", "e_tot_ha": -6358.40066, "elements": ["C", "O", "C", "C", "C", "C", "C", "C", "C", "O", "C", "C", "C", "C", "C", "C", "C", "C", "C", "C", "C", "C", "Cl", "C", "C", "Cl", "C", "C", "C", "O", "C", "C", "F", "F", "F", "O", "C", "Br", "H", "H", "H", "H", "H", "H", "H", "H", "H", "H", "H", "H", "H", "H", "H", "H", "H", "H", "H", "H", "H", "H", "H", "H", "H", "H", "H", "H", "H", "H", "H", "H", "H", "H", "H", "H", "H", "H", "H", "H", "H", "H", "H", "H", "H", "H", "H", "H", "C", "C", "O", "C", "C", "H", "H", "H", "H", "H", "H", "H", "H", "H", "H", "C", "C", "O", "C", "C", "H", "H", "H", "H", "H", "H", "H", "H", "H", "H", "C", "C", "O", "C", "C", "H", "H", "H", "H", "H", "H", "H", "H", "H", "H", "C", "C", "O", "C", "C", "H", "H", "H", "H", "H", "H", "H", "H", "H", "H", "C", "C", "O", "C", "C", "H", "H", "H", "H", "H", "H", "H", "H", "H", "H"], "coordinates": [[4.6132, 1.8074, 2.1571], [3.2791, 1.6431, 1.5899], [3.2150, 2.3023, 0.3045], [1.9052, 3.1964, 0.0948], [0.7127, 2.8751, 1.0958], [-0.0847, 1.5203, 0.7577], [-0.5277, 1.5007, -0.7874], [-1.6513, 0.3896, -1.1160], [-1.0334, -1.0840, -1.4055], [-0.2610, -1.3969, -0.2559], [0.3703, -2.6766, -0.2489], [1.0998, -2.7941, 1.1966], [2.6442, -2.4204, 1.1699], [3.6259, -3.5562, 1.7275], [3.2501, -5.0393, 1.2701], [5.0853, -3.2244, 1.1242], [5.2313, -3.5904, -0.4237], [6.6587, -3.1317, -1.0166], [6.8749, -1.8005, -1.5024], [7.1194, -0.6395, -0.4377], [6.8990, -1.4751, -3.0616], [-0.3298, -1.0121, -2.8105], [-1.3910, -1.2242, -4.3156], [1.0097, -0.7618, -3.1085], [2.0671, -0.4994, -1.9773], [1.6123, -0.6945, -4.8337], [-2.3079, -2.0795, -1.3872], [-3.6801, -1.4608, -1.8939], [-4.6560, -0.9673, -0.7047], [-5.7743, -1.8642, -0.5107], [-6.1285, -1.9902, 0.8639], [-7.7215, -1.9313, 1.0685], [-8.3777, -2.8345, 0.2413], [-8.1226, -0.6006, 0.8383], [-8.0825, -2.1901, 2.4075], [-2.0928, -3.3190, -2.0972], [-2.7639, -4.4167, -1.4802], [-3.2183, -5.6906, -2.9716], [4.7383, 0.9595, 2.9006], [5.4123, 1.6569, 1.3598], [4.6836, 2.8032, 2.6940], [3.3144, 1.5086, -0.5171], [4.1274, 2.9745, 0.2181], [2.2265, 4.2774, 0.3025], [1.6139, 3.1691, -1.0066], [1.1181, 2.8198, 2.1634], [0.0017, 3.7657, 1.0823], [-1.0429, 1.5502, 1.3593], [0.5809, 0.6264, 1.0086], [0.3386, 1.5155, -1.5129], [-1.0631, 2.5059, -0.9414], [-2.1951, 0.8005, -2.0340], [-2.3296, 0.3780, -0.1933], [-0.3141, -3.5775, -0.2944], [1.1847, -2.8354, -1.0193], [0.8652, -3.8195, 1.6297], [0.5598, -2.0476, 1.8750], [3.0490, -2.0905, 0.1682], [2.7757, -1.5251, 1.8745], [3.6855, -3.4340, 2.8589], [2.5748, -4.9923, 0.3508], [4.1973, -5.6313, 1.0965], [2.5954, -5.4822, 2.1002], [5.2439, -2.1061, 1.2480], [5.8803, -3.7510, 1.7371], [5.1467, -4.6932, -0.6554], [4.4626, -3.0593, -1.0818], [7.4527, -3.9557, -1.0426], [7.9619, 0.0203, -0.8355], [7.3648, -1.0413, 0.5961], [6.1752, 0.0060, -0.4201], [5.8698, -1.6583, -3.4870], [7.6930, -2.1580, -3.5265], [7.2136, -0.3939, -3.1778], [2.6519, -1.4614, -1.8227], [2.8274, 0.2475, -2.4016], [1.6711, -0.0354, -1.0297], [-2.4491, -2.3584, -0.2815], [-3.5855, -0.6836, -2.7186], [-4.2597, -2.3234, -2.3820], [-4.0225, -1.0378, 0.2516], [-4.9393, 0.1238, -0.8135], [-5.7096, -1.1906, 1.5449], [-5.8281, -3.0223, 1.2609], [-2.0620, -4.9960, -0.8048], [-3.7526, -4.1505, -0.9968], [4.4914, 0.1609, 7.3052], [5.2421, -0.5093, 6.1668], [6.0422, 0.3867, 5.4085], [7.0661, 1.0713, 6.1161], [8.0832, 0.1449, 6.7599], [3.8531, 0.9623, 6.9220], [3.8664, -0.5665, 7.8290], [5.1696, 0.6048, 8.0357], [4.5168, -0.9398, 5.4724], [5.8502, -1.3424, 6.5335], [6.6260, 1.7481, 6.8560], [7.5772, 1.7044, 5.3859], [7.6273, -0.5082, 7.5063], [8.8649, 0.7252, 7.2551], [8.5477, -0.4952, 6.0054], [-2.7448, 6.7494, 1.9423], [-1.4051, 6.5473, 2.6302], [-0.3082, 6.4868, 1.7304], [-0.0906, 7.6350, 0.9228], [0.1758, 8.8985, 1.7228], [-2.9277, 5.9487, 1.2197], [-3.5534, 6.7513, 2.6774], [-2.7861, 7.6948, 1.3990], [-1.4225, 5.5927, 3.1612], [-1.2316, 7.3184, 3.3876], [-0.9288, 7.7753, 0.2323], [0.7840, 7.4173, 0.3042], [-0.6714, 9.1685, 2.3560], [0.3735, 9.7376, 1.0520], [1.0415, 8.7613, 2.3759], [-4.2408, 4.6534, -3.9366], [-2.8282, 5.1947, -4.0773], [-1.8612, 4.4534, -3.3468], [-1.7258, 3.0837, -3.6966], [-1.3237, 2.8610, -5.1388], [-4.5379, 4.6307, -2.8839], [-4.9458, 5.2798, -4.4873], [-4.3284, 3.6364, -4.3220], [-2.8001, 6.2133, -3.6834], [-2.5365, 5.2633, -5.1303], [-2.6464, 2.5401, -3.4546], [-0.9472, 2.6711, -3.0523], [-2.0707, 3.2433, -5.8372], [-1.1994, 1.7922, -5.3289], [-0.3810, 3.3673, -5.3621], [0.8266, -9.4661, 4.2355], [0.5358, -7.9982, 4.4989], [0.6311, -7.1831, 3.3394], [-0.2466, -7.5026, 2.2693], [-1.7166, -7.4173, 2.6429], [1.8244, -9.5861, 3.8037], [0.7748, -10.0370, 5.1658], [0.1132, -9.9042, 3.5356], [1.2732, -7.6151, 5.2077], [-0.4428, -7.8700, 4.9724], [-0.0007, -8.4883, 1.8608], [-0.0413, -6.7803, 1.4741], [-1.9805, -8.1249, 3.4308], [-2.3421, -7.6347, 1.7740], [-1.9601, -6.4158, 3.0077], [-9.6436, 3.8235, -5.7143], [-8.2303, 4.3641, -5.8537], [-7.2638, 3.6227, -5.1234], [-7.1248, 2.2524, -5.4714], [-6.7218, 2.0314, -6.9191], [-9.9414, 3.8003, -4.6621], [-10.3473, 4.4521, -6.2654], [-9.7315, 2.8069, -6.1009], [-8.2025, 5.3821, -5.4586], [-7.9381, 4.4335, -6.9064], [-8.0429, 1.7066, -5.2303], [-6.3454, 1.8452, -4.8214], [-7.4703, 2.4138, -7.6154], [-6.5925, 0.9653, -7.1184], [-5.7810, 2.5444, -7.1360]]}